Below is C18H19N3O5S as an isolated structure in a non-equilibrium geometry, with properties calculated with the ωB97M-V functional and the def2-TZVPD basis.

Summary:
Frontier orbital gap   0.302 Eh
Total energy   -1635.464402 a.u.
ΔE to the lowest compared entry with this formula, charge and spin   1558.16 kJ/mol
M   389.4 g mol⁻¹
Lowest unoccupied orbital energy   -0.003 Eh

The geometry in XYZ format:
```
46
Properties=species:S:1:pos:R:3:forces:R:3:nbo_charge:R:1
C -7.121039 -0.123312 0.141489 -2.88 -7.58 -8.74 -0.57
C -6.113613 -0.203298 -1.168663 -6.47 1.36 0.25 -0.08
H -6.371039 -0.949726 -1.829545 -2.15 -1.81 -1.28 0.18
H -6.272045 0.706669 -1.762581 0.68 0.20 0.36 0.18
O -4.884448 -0.596938 -0.945625 4.70 3.15 2.98 -0.50
C -4.235955 0.564593 -0.401010 1.36 -0.93 -1.44 0.76
O -4.690255 1.660012 -0.308468 -1.33 0.15 0.13 -0.55
C -2.852889 0.265906 -0.192764 1.21 -0.59 1.23 -0.38
C -1.829558 1.052772 0.233093 0.80 1.55 2.15 0.13
C -0.589778 0.190643 0.613291 -2.80 14.11 -1.19 -0.23
C -0.921978 -0.942433 0.457616 -1.53 -14.90 -2.06 0.07
N -0.071223 -1.998846 0.544359 4.79 -2.98 1.55 -0.47
C 1.237395 -1.863145 0.951264 -7.86 9.91 0.34 0.46
N 1.589874 -0.334298 1.316411 -0.56 -5.30 -2.40 -0.51
C 0.679445 0.535418 0.926639 4.71 -0.01 4.43 0.41
N 1.023476 1.782498 1.421049 4.65 -5.31 2.53 -0.55
H 0.550660 2.400588 1.003439 -4.21 6.70 -3.58 0.35
C 2.453157 2.069740 1.620609 -4.11 2.58 -10.96 -0.18
C 3.357991 2.382289 0.198807 -6.56 -2.07 11.21 0.22
C 3.627053 1.394382 -0.534334 3.69 -2.88 -8.11 -0.31
C 4.247208 2.065545 -1.780800 -0.80 4.91 3.33 -0.39
C 4.108843 3.475025 -1.174580 5.65 -3.37 -12.45 0.13
O 3.588034 3.631108 -0.096467 -2.47 0.19 5.13 -0.37
H 4.516165 4.324435 -1.630266 0.39 1.25 -0.74 0.17
H 4.738583 1.839356 -2.818445 -1.16 0.26 2.52 0.25
H 3.590465 0.312683 -0.591759 -0.68 0.31 1.18 0.27
H 2.556463 2.867166 2.109224 0.19 6.83 3.98 0.18
H 2.938189 1.456106 2.086429 4.63 -7.58 4.83 0.20
C 2.184511 -2.761818 1.394394 2.32 -3.18 -3.40 -0.58
C 3.048535 -3.084268 0.071994 -7.23 8.21 -0.63 0.84
O 3.683154 -3.922976 -0.222451 7.00 -9.46 -1.14 -0.51
O 2.839725 -2.105517 -1.037607 -2.37 1.00 6.12 -0.59
C 3.571398 -2.242889 -2.129607 -2.56 -1.63 -4.89 -0.23
H 3.225436 -3.367656 -2.607072 0.98 3.19 0.29 0.16
H 4.589121 -2.346177 -1.995928 2.39 0.10 0.44 0.17
H 3.283296 -1.257938 -2.757616 0.88 -2.67 0.79 0.20
H 3.022285 -2.360251 1.837405 1.13 1.64 2.19 0.27
H 1.812176 -3.630490 1.908590 0.06 -0.54 -0.23 0.27
S -2.491027 -1.421741 -0.082869 0.52 0.02 -0.14 0.46
C -1.962513 2.642602 0.536697 3.39 -3.43 1.46 -0.65
H -1.090466 2.907689 -0.113816 -1.23 1.20 0.40 0.22
H -1.722884 2.904417 1.689494 -0.62 -0.78 -2.78 0.23
H -2.954503 2.805587 0.252116 -1.08 1.36 -0.57 0.26
H -6.950536 0.591833 0.696597 1.91 7.24 5.44 0.17
H -8.310395 0.044041 -0.332194 3.53 -0.93 1.56 0.20
H -6.915162 -1.093586 0.637589 -0.90 0.52 -0.04 0.20
```
Forces are in eV/Å.